Entry 1:
Molecular formula: C34H76AlN9O15PS
Method: DFT, ωB97M-V/def2-TZVPD

Values from the calculation:
HOMO-LUMO gap = 6.569 eV
HOMO level = -5.01 eV
electronic energy = -107343.9060 eV

```
! RIJCOSX wB97M-V def2-TZVPD def2/J DEFGRID3
* xyz -1 1
H -8.137 3.864 7.477
C 2.846 5.234 -0.312
O 7.980 -3.090 -4.682
H -0.327 1.198 -5.791
H -2.984 4.075 5.587
N -3.826 -0.654 2.790
Al 1.652 1.367 -1.650
O 1.235 2.936 -2.471
C 3.545 6.368 0.404
H 2.847 7.139 0.732
H -7.422 -1.930 8.713
C 8.490 -2.150 -4.248
C 4.449 1.000 -2.634
N 1.497 5.340 -0.439
C 0.609 -3.240 3.430
N -7.101 1.130 6.333
H 4.511 3.117 -3.202
C -8.367 3.180 6.661
H -2.010 -3.076 -4.481
C -0.030 0.456 -5.031
C -2.574 2.630 -5.063
O -6.119 3.079 5.823
H -6.265 0.644 6.053
H -3.234 -1.761 -4.408
H 10.460 -2.425 3.123
H -4.453 3.327 4.908
H 11.338 0.767 0.890
H -1.204 3.771 -3.806
C 5.198 2.283 -3.038
C -2.641 2.721 3.980
H -2.439 3.874 2.265
H -3.773 -1.752 5.048
H -5.874 -7.930 -1.758
H -4.463 3.197 -4.609
N 1.862 -3.960 1.487
H -3.011 1.629 -4.980
H 6.392 2.923 -4.780
H -7.010 -5.977 -1.454
H 1.651 -3.082 1.040
O -9.695 -0.843 7.685
H -3.361 -0.139 3.523
O 0.259 -0.898 0.188
H -5.312 -2.584 4.759
C 8.669 -2.005 -1.841
H -3.868 -0.253 1.869
H 12.656 0.000 1.790
H 5.233 0.276 -2.372
H -8.827 -2.615 9.558
C -5.156 -6.142 -2.569
H 0.823 3.210 -4.566
H 3.841 0.503 -0.544
H -3.513 -2.020 -2.038
O -2.354 1.657 4.518
H -0.369 -3.659 3.663
H -7.889 0.599 6.668
H -2.059 -0.178 -5.411
O 3.432 4.272 -0.760
C 11.859 -0.172 1.066
C 0.127 1.214 -3.697
H 8.190 -1.035 -1.709
H 2.412 -4.642 0.993
H 3.854 0.614 -3.470
C 10.864 -1.200 1.549
N -5.158 -7.477 -2.295
C -1.126 -0.627 -5.044
H -0.829 -1.384 -5.795
C -3.480 3.766 4.667
C 6.040 2.002 -4.307
O 9.900 -1.538 0.894
H -3.377 -3.624 -2.704
H -9.128 2.476 6.999
H 6.445 -0.346 -5.413
H 0.927 0.048 -5.350
H 5.888 2.519 -2.222
S 1.575 1.198 1.902
H -3.634 4.646 4.040
H 4.272 6.818 -0.270
H -8.761 3.744 5.817
H 1.106 -2.944 4.353
H -1.651 2.330 2.239
C 9.281 -2.316 -2.980
H 5.408 1.451 -5.013
O 1.716 -5.360 3.244
H -1.647 1.035 -0.074
H -1.027 1.925 -2.026
C -4.305 -2.424 4.374
C -6.314 -5.350 -2.013
H -5.927 -4.579 -1.348
H 0.473 -2.356 2.806
N 11.109 -1.738 2.778
H 12.302 -0.520 0.134
C -2.816 -2.697 -2.538
C -4.399 -1.864 2.974
H 2.051 1.972 -4.027
C 1.083 2.461 -3.813
O 8.362 -0.929 -4.853
H -1.916 2.760 -5.920
P 0.525 0.753 0.327
H -1.991 -2.961 -1.873
H 1.018 4.591 -0.925
H 8.584 -2.723 -1.035
O -4.956 -2.462 2.065
C -9.219 -1.960 7.572
H 8.157 1.529 -4.436
H -4.395 -8.027 -2.652
H 3.927 2.201 -0.939
N -9.491 -2.736 6.491
H 0.151 -1.015 -0.778
H 10.302 -2.685 -2.974
H 11.895 -1.483 3.347
H -4.078 3.545 -6.118
H -2.674 3.212 -3.046
C -2.364 -2.206 -3.905
N -3.712 3.597 -5.169
H -1.964 0.877 -3.054
H 0.965 6.113 -0.086
H 4.061 5.969 1.277
H -6.849 -4.881 -2.837
C 7.267 1.087 -3.990
C 1.438 -4.285 2.734
C -8.301 -2.564 8.606
C -1.206 1.669 -3.074
N -2.218 3.013 2.729
C -1.863 2.906 -3.719
C 7.051 -0.344 -4.506
C -7.099 2.482 6.235
H -7.977 -3.567 8.331
H -3.776 -3.375 4.340
H 6.609 -0.969 -3.733
O -4.267 -5.633 -3.222
H -10.101 -2.356 5.785
O -0.995 1.417 0.535
O 0.875 0.294 -2.892
H 7.353 1.004 -2.903
O -1.276 -1.301 -3.810
H -9.117 -3.658 6.363
C 3.622 1.234 -1.331
*
```

These are the Löwdin partial charges, in e, on atoms 1 to 2: 0.085 -0.580

=====

Entry 2:
Molecular formula: C50H37AsF10N8OTi
Method: DFT, ωB97M-V/def2-TZVPD

Values from the calculation:
HOMO-LUMO gap (spin up / spin down) = 5.210 / 3.897 eV
expectation value of S² = 2.0057
HOMO level (spin up / spin down) = -1.72 / -1.75 eV
electronic energy = -177549.0117 eV

```
! RIJCOSX wB97M-V def2-TZVPD def2/J DEFGRID3
* xyz -2 3
C 6.815 2.591 1.119
H 2.271 3.412 7.710
H 8.809 2.560 0.319
C -1.296 -5.001 -2.037
C -2.896 2.486 3.824
H 3.949 4.568 1.914
C 2.745 -1.605 -0.791
H 4.091 5.152 -0.547
C -2.925 -4.341 2.957
H -0.222 4.175 2.680
H 2.880 3.891 -0.832
C -2.334 -3.045 0.981
C -2.149 1.786 1.659
Ti -0.079 -0.392 0.300
H 6.523 4.163 -0.311
F -2.367 -1.844 0.346
F 0.600 -2.706 1.319
C 4.237 0.239 2.533
H -3.581 2.412 4.659
H -3.864 0.969 2.640
F -2.517 -6.677 2.780
H 1.802 -0.364 4.417
As 1.957 2.081 0.894
N 1.790 0.293 0.397
H -1.731 4.115 4.636
C -1.250 -3.988 -1.062
F 2.331 -4.687 3.099
N -0.086 -1.749 -1.212
H 4.361 3.950 -1.808
C 1.082 2.104 -3.133
H 2.725 5.304 4.735
C -1.876 3.429 3.813
N -1.117 2.627 1.683
H 4.009 0.575 3.547
C -0.639 2.655 -4.674
N -3.490 -6.561 5.728
C 3.949 4.102 -0.808
H 2.307 4.728 1.283
F -3.265 -1.988 2.835
C 1.541 -2.556 2.278
C 1.933 3.513 5.585
F 2.531 -4.320 0.997
F -1.548 -6.495 0.348
H 2.267 5.055 7.042
C 6.047 3.385 0.280
H 2.883 5.815 2.573
C -2.830 -3.120 2.260
H 3.537 1.626 -1.216
H 0.142 0.173 4.177
C -2.518 1.169 0.337
H 5.111 0.665 -2.775
C 0.681 2.779 -4.271
C 3.589 -2.151 -1.738
C 6.174 1.581 1.813
N -1.525 0.702 -0.448
H 4.967 -0.568 2.604
H 3.587 -3.224 -1.883
N -1.387 -5.811 -2.858
F 3.776 -3.275 2.401
C 4.451 -1.356 -2.479
C 1.552 2.221 5.285
H 2.110 2.163 -2.806
C 2.398 4.288 4.534
C -1.963 -5.362 0.944
C 2.661 -0.216 -0.561
C -3.482 -4.444 4.277
C 2.920 4.797 2.184
C -4.119 -3.378 4.944
C 2.441 3.818 3.227
C -3.471 -5.630 5.038
N -4.687 -2.566 5.545
C 4.796 1.378 1.727
C 1.802 4.070 6.977
H 8.508 3.860 1.478
H -1.946 -0.546 -2.122
C 3.546 0.559 -1.334
H 0.749 4.166 7.248
C 2.520 -3.734 2.190
F -0.809 -0.557 1.857
C 8.298 2.814 1.251
C 1.604 1.712 3.990
C -3.055 1.682 2.715
C -1.002 1.273 -2.748
H 1.385 3.387 -4.824
H 5.132 -1.792 -3.199
C -1.489 1.885 -3.898
H 1.220 -0.008 2.793
H 8.711 2.195 2.047
H 1.182 1.570 6.071
H -2.532 1.774 -4.166
H 2.165 -2.281 -0.191
H 6.753 0.924 2.454
F 0.853 -2.683 3.393
C -2.462 -5.452 2.226
C 4.430 0.009 -2.245
N 0.276 1.365 -2.373
C -1.931 0.509 -1.837
C -1.020 3.446 2.728
H -2.950 0.888 -1.943
H -1.000 3.159 -5.562
C 4.672 3.210 0.177
O -3.707 1.269 0.019
C 1.167 0.299 3.825
H 3.333 -0.178 2.099
C -0.599 -2.800 -1.291
C 4.014 2.228 0.932
C 2.043 2.500 2.918
C -1.859 -4.149 0.263
*
```

These are the Löwdin partial charges, in e, on atoms 1 to 2: -0.278 0.074

=====

Entry 3:
Molecular formula: C2H4N2O
Method: DFT, ωB97M-V/def2-TZVPD

Values from the calculation:
HOMO-LUMO gap = 9.839 eV
ΔE to the lowest compared entry with this formula, charge and spin = 51.0 kcal/mol
HOMO level = -9.35 eV
electronic energy = -7164.2665 eV

```
! RIJCOSX wB97M-V def2-TZVPD def2/J DEFGRID3
* xyz 0 1
C 1.419 0.406 -0.038
O 1.865 -0.741 -0.036
H 2.006 1.316 0.032
H -2.747 -1.098 0.191
H -2.708 0.803 -0.224
H -0.177 1.679 0.240
C -2.206 -0.168 -0.123
N -0.024 0.617 0.009
N -0.915 -0.359 0.135
*
```

These are the natural (NBO) partial charges, in e, on atoms 1 to 2: 0.512 -0.539

=====

Entry 4:
Molecular formula: ClN2O2
Method: DFT, ωB97M-V/def2-TZVPD

Values from the calculation:
HOMO-LUMO gap (spin up / spin down) = 7.472 / 7.473 eV
ΔE to the lowest compared entry with this formula, charge and spin = 17.4 kcal/mol
HOMO level (spin up / spin down) = -4.33 / -4.33 eV
electronic energy = -19594.2657 eV

```
! RIJCOSX wB97M-V def2-TZVPD def2/J DEFGRID3
* xyz -1 1
O -0.884 0.672 -1.310
O 1.200 0.602 1.345
N 0.530 0.748 0.361
N -0.300 0.304 -0.306
Cl -0.545 -2.326 -0.092
*
```

These are the natural (NBO) partial charges, in e, on atoms 1 to 2: -0.430 -0.404

=====

Entry 5:
Molecular formula: C3H3BrCl2O
Method: DFT, ωB97M-V/def2-TZVPD

Values from the calculation:
HOMO-LUMO gap (spin up / spin down) = 8.340 / 5.224 eV
ΔE to the lowest compared entry with this formula, charge and spin = 80.2 kcal/mol
HOMO level (spin up / spin down) = -10.56 / -9.26 eV
electronic energy = -100290.6846 eV

```
! RIJCOSX wB97M-V def2-TZVPD def2/J DEFGRID3
* xyz 0 1
Br -1.963 2.103 -1.246
O -1.732 -1.733 -0.272
H 0.452 -0.804 0.189
C -0.146 0.010 -0.220
C -2.359 0.270 -1.365
H 0.151 0.641 -1.149
H -0.028 0.550 0.743
Cl -1.757 4.686 -0.253
C -1.470 -0.577 -0.554
Cl -3.821 -0.190 -2.089
*
```

These are the natural (NBO) partial charges, in e, on atoms 1 to 2: 0.265 -0.484